Entry 1:
{"formula": "C31H53N4O2SSi4TeW", "method": "wB97M-V/def2-TZVPD", "total_energy_ev": -94521.7027, "multiplicity": 1, "e_homo_ha": [-0.3535, -0.3536], "e_above_lowest_kcal_mol": 1.20, "charge": 1, "symbols": ["H", "C", "C", "H", "C", "H", "C", "H", "H", "C", "C", "H", "C", "C", "H", "H", "H", "Si", "H", "N", "H", "H", "H", "H", "C", "C", "H", "H", "C", "H", "S", "C", "H", "C", "C", "C", "C", "H", "H", "H", "H", "Te", "C", "H", "H", "Si", "C", "H", "C", "H", "C", "N", "H", "C", "H", "H", "W", "C", "H", "O", "H", "Si", "C", "C", "H", "H", "C", "H", "N", "H", "C", "H", "H", "H", "H", "C", "H", "H", "H", "H", "H", "H", "H", "H", "N", "H", "H", "H", "H", "H", "C", "Si", "C", "H", "C", "C", "O"], "coordinates": [[-0.858, -3.023, -3.935], [-5.347, -1.700, -2.637], [-1.787, -2.748, -4.439], [-4.039, -0.057, 3.044], [4.056, 1.447, 1.709], [-1.742, -3.145, -5.456], [-1.048, -1.703, 2.329], [3.048, 1.822, 1.825], [-0.879, -4.288, 3.202], [2.221, -2.925, 1.495], [-0.990, -0.493, 1.678], [-2.374, 1.229, 1.505], [3.084, -0.307, 0.143], [0.360, 2.485, 2.164], [6.626, -0.518, -1.568], [0.381, -0.209, -4.646], [2.102, 1.795, 4.936], [-4.189, -1.087, -1.294], [0.318, 2.434, -1.785], [4.445, 0.841, 3.074], [-5.590, 0.915, -0.918], [0.384, 1.745, 5.215], [-3.168, -3.310, -0.949], [-4.541, 0.654, 0.477], [-3.521, -0.479, -5.533], [0.049, -2.625, 2.224], [-2.732, 4.167, -0.872], [-4.185, 2.483, -3.707], [-2.735, 3.080, -0.750], [0.068, 2.289, -3.528], [-2.518, -1.943, 3.209], [-0.508, -0.090, -5.269], [-5.720, -0.883, -3.259], [1.130, -4.730, 2.598], [4.349, -0.645, 3.152], [0.022, -3.927, 2.725], [5.422, 0.403, -0.046], [5.109, -1.071, 2.503], [1.121, 3.238, 4.640], [-3.198, 3.944, -3.768], [0.429, 4.475, 1.418], [-0.132, -1.151, -1.421], [5.796, 1.290, 3.508], [-2.733, 2.532, -4.715], [1.122, -5.743, 2.978], [-2.293, -0.076, -2.278], [1.146, 2.156, 4.551], [3.159, -4.798, 1.845], [0.912, 1.734, 3.134], [4.757, -1.965, -2.344], [5.656, -0.474, -1.091], [1.144, -2.123, 1.597], [-4.445, -3.018, 0.242], [-3.609, -2.557, -0.291], [-3.750, 0.588, -5.522], [-4.875, -2.436, -3.290], [0.935, 0.013, 0.768], [3.366, -1.179, -0.920], [0.179, 4.385, 3.169], [1.283, -0.447, 3.831], [-6.211, -2.177, -2.166], [-2.102, 2.273, -2.320], [-0.060, 3.915, 2.218], [-5.156, 0.151, -0.267], [-0.307, -0.551, -6.239], [-3.754, 2.772, -0.510], [2.260, -4.213, 1.972], [-0.664, 0.978, -5.436], [0.168, 1.835, 0.900], [-2.609, -3.246, -3.922], [-0.318, 2.746, -2.615], [3.761, 1.208, 3.735], [-5.981, -0.349, 0.247], [-0.232, 3.832, -2.719], [6.518, 0.939, 2.775], [-3.158, 2.852, -3.762], [5.814, 2.375, 3.559], [4.519, -0.937, 4.186], [4.726, 2.294, 1.574], [3.079, -2.503, 0.998], [3.360, -0.949, 2.835], [-3.319, -0.762, -6.570], [6.219, 1.064, 0.282], [-2.846, -2.272, 0.435], [1.291, 0.437, 2.740], [2.582, -1.814, -1.314], [0.358, -0.753, 3.899], [-2.076, 2.833, 0.082], [6.019, 0.863, 4.483], [-4.409, -1.020, -5.208], [-2.181, 0.248, 1.915], [-2.016, -0.885, -4.488], [4.613, -1.275, -1.523], [-1.137, 4.001, 2.057], [4.173, 0.480, 0.571], [-3.070, -0.405, 2.719], [1.472, 1.749, 0.228]]}

Entry 2:
{"formula": "C22H27ClN2SeW", "method": "wB97M-V/def2-TZVPD", "s2": 2.022, "total_energy_ev": -105910.9919, "multiplicity": 3, "e_homo_ha": [-0.5333, -0.5336], "charge": 2, "symbols": ["Se", "H", "H", "H", "C", "C", "C", "C", "H", "Cl", "C", "H", "H", "N", "C", "H", "H", "C", "C", "C", "H", "C", "C", "H", "H", "C", "H", "N", "C", "H", "H", "C", "H", "H", "H", "C", "H", "C", "C", "H", "W", "H", "H", "H", "H", "H", "H", "C", "C", "H", "C", "H", "C", "C"], "coordinates": [[0.289, 1.510, 1.598], [0.583, -3.176, 0.127], [-1.585, 2.127, 3.208], [3.054, 0.444, 0.337], [2.287, -0.254, 0.012], [-0.007, -0.715, -6.772], [1.696, -1.325, 0.781], [-0.817, -0.139, 6.619], [1.638, 1.337, -7.540], [0.144, 0.346, -4.206], [-2.190, -0.295, 0.652], [1.800, -1.479, 1.854], [-2.299, -0.506, 1.717], [-0.614, 0.568, 4.179], [1.032, -2.217, -0.131], [-1.953, 1.979, 4.962], [0.787, -1.426, -6.519], [-2.375, 0.972, -0.023], [1.593, 1.181, -6.449], [0.218, 0.624, -6.062], [-1.002, -1.113, -6.543], [-0.876, 1.614, -6.477], [-1.970, -1.306, -0.366], [-0.721, 2.596, -6.014], [-2.665, 0.829, 3.788], [-1.966, -0.632, -1.643], [-0.840, 1.774, -7.567], [1.410, -0.160, 3.826], [-0.189, -0.071, 5.361], [2.211, 0.186, -2.191], [0.032, -0.573, -7.865], [0.369, 0.500, 3.232], [-1.904, -0.107, 6.686], [0.911, -2.166, -2.391], [-0.370, -0.275, 8.740], [0.021, -0.332, 7.725], [-2.059, -2.380, -0.222], [1.127, -0.441, 5.165], [1.941, -0.757, 6.248], [2.974, -1.093, 6.072], [0.050, -0.218, -0.227], [-2.221, 1.522, -2.194], [-2.814, 1.875, 0.419], [2.387, 0.466, -6.205], [-1.872, 1.212, -6.256], [2.311, -0.295, 3.377], [2.050, -0.703, 8.444], [1.917, -0.442, -1.364], [1.200, -1.695, -1.460], [1.770, 2.161, -5.990], [-2.176, 0.765, -1.411], [-1.930, -1.120, -2.621], [-1.782, 1.428, 4.028], [1.396, -0.605, 7.551]]}

Entry 3:
{"formula": "C5H12SSi", "method": "wB97M-V/def2-TZVPD", "total_energy_ev": -24090.5447, "multiplicity": 1, "e_homo_ha": -0.3199, "e_above_lowest_kcal_mol": 50.88, "symbols": ["H", "H", "C", "H", "H", "Si", "C", "H", "C", "H", "H", "H", "H", "C", "S", "H", "H", "C", "H"], "coordinates": [[-2.153, 0.116, 0.974], [0.354, 1.384, 2.102], [0.544, 1.442, 1.049], [0.498, -1.576, 2.302], [-2.947, 1.420, -1.252], [0.236, -0.311, 0.240], [-2.180, 0.647, -1.555], [1.677, 1.651, 1.202], [1.189, -0.298, -1.329], [0.784, -0.891, -2.093], [0.177, 2.232, 0.321], [1.097, -2.600, 1.068], [2.262, -0.523, -1.171], [1.054, -1.571, 1.385], [-2.705, -1.007, -1.143], [1.062, 0.667, -1.798], [-1.331, 0.807, -2.204], [-1.677, -0.336, 0.121], [2.057, -1.251, 1.780]]}